1.
61
Properties=species:S:1:pos:R:3:forces:R:3 method="wB97M-V/def2-TZVPD" multiplicity=2 e_homo_ha="-0.35693 / -0.34061" s2=0.8705 total_charge=+1
Tc -0.368971 -0.227995 -0.620726 1.255 1.258 2.277
S 1.451288 0.160346 1.317317 -0.665 0.402 -2.652
F 2.604824 -2.013907 -3.209277 -0.038 0.396 -0.108
F 1.741535 0.436699 -2.543137 0.104 -0.071 0.079
F 0.122850 -0.642746 -3.529509 -0.182 -0.009 0.198
F 0.779460 -2.906723 -2.516561 -0.225 -0.211 -0.147
F 2.192933 -2.087587 -1.094371 0.046 0.143 -0.208
O -0.523174 -2.143205 -0.277130 0.749 0.149 -0.147
O -1.200685 -1.346866 3.587918 -0.741 -0.950 1.099
O -1.514034 -3.896429 0.647996 0.036 0.014 -0.296
O -3.607827 1.861018 -1.349621 -0.119 -0.293 0.273
N -1.465985 -0.324461 1.554096 0.115 0.507 -1.785
N -0.592102 1.418740 -1.173322 0.171 -0.023 0.280
N -2.844062 -0.560246 1.891260 -0.184 -0.057 0.437
N 1.445355 -1.747376 3.123444 0.505 0.226 0.041
N -3.250544 1.094089 -0.252922 1.097 1.264 0.541
N -2.109398 -2.225577 -2.532682 0.659 1.228 0.504
N -0.648931 -0.921348 2.539773 2.664 0.162 0.675
C -2.635631 1.686664 0.820685 -0.263 -0.071 -0.598
C -1.969963 3.950155 -0.117839 0.247 -0.162 -0.072
C 0.699147 -0.945277 2.365976 -2.437 -0.093 0.064
C -1.314844 -3.134718 -0.261898 -1.257 -1.038 -0.298
C -2.258620 1.352872 3.354863 -0.117 0.029 0.071
C -3.900374 -0.140480 -0.192043 -0.561 -1.265 0.390
C -4.454688 -2.209196 1.200528 -0.043 0.014 -0.143
C -3.735151 -0.943539 0.880564 0.103 0.292 -1.044
C -2.367738 0.774702 1.968855 0.130 0.253 0.671
C -1.347202 3.732949 -1.332150 -0.330 0.164 0.239
C -2.124120 -3.374358 -1.598319 0.308 -0.698 1.216
C 1.059974 -2.607058 5.394373 -0.086 -0.102 -0.244
C 0.861357 -0.573204 -2.331840 -0.011 0.249 0.173
C -0.721669 2.549370 -1.777225 0.185 0.269 -0.536
C 1.652281 -1.888370 -2.298283 0.183 -0.607 0.399
C -4.827443 -0.449574 -1.323095 -0.119 0.196 0.054
C -2.241012 3.001886 0.895140 -0.096 -0.025 -0.122
C 1.031868 -2.903240 3.898764 -0.266 -0.325 0.430
H -3.142200 -3.621972 -1.304619 -0.006 0.125 -0.131
H -3.779988 -3.063897 1.135583 0.012 -0.075 0.009
H 0.032461 -3.208631 3.586400 0.263 0.032 0.002
H -3.185409 1.873521 3.584753 -0.066 0.196 -0.008
H -4.780157 -2.158315 2.239534 -0.029 0.018 -0.010
H 0.280648 -1.895048 5.650242 -0.051 0.066 -0.034
H -0.218011 2.603726 -2.743821 -0.023 -0.058 -0.007
H -1.696273 -1.358867 -2.012436 -0.768 -1.573 -1.210
H -2.103424 3.375476 1.898620 -0.073 -0.025 0.121
H -5.019392 -1.516013 -1.387765 0.009 -0.075 0.037
H -2.147920 0.543313 4.076212 0.101 0.020 -0.216
H -1.669922 -4.250054 -2.060264 -0.084 0.129 -0.177
H -1.482628 -2.398922 -3.327265 -0.005 0.263 0.147
H -1.420830 2.039944 3.452503 0.056 0.009 -0.031
H -2.153157 4.984962 0.145379 0.064 0.060 0.012
H 1.729621 -3.707859 3.653478 -0.046 0.025 -0.008
H 2.022523 -2.193666 5.684717 0.141 0.010 0.076
H -1.221410 4.585052 -1.984001 0.000 0.022 -0.054
H 2.436587 -1.542477 3.117348 -0.234 -0.042 -0.086
H -3.181916 2.734934 -1.247959 -0.028 -0.138 0.052
H -5.781835 0.048804 -1.157184 -0.100 0.034 -0.181
H 0.893740 -3.521790 5.954253 0.002 -0.129 0.121
H -5.324460 -2.360657 0.571078 -0.086 -0.107 -0.048
H -4.428644 -0.074802 -2.261952 -0.051 -0.023 -0.142
H -3.043114 -1.987742 -2.877758 0.187 0.021 0.054



2.
53
Properties=species:S:1:pos:R:3:forces:R:3 method="wB97M-V/def2-TZVPD" multiplicity=2 e_homo_ha="-0.13212 / -0.12083" s2=0.7913 total_charge=-1
Re 0.452203 0.797004 0.282580 -1.455 -3.237 1.061
I 3.031483 0.837414 -0.473462 0.480 0.291 0.153
F 0.733728 1.767993 2.102263 0.101 -0.084 -0.803
O -2.774094 -0.719572 0.226400 0.035 -0.721 -0.072
O -0.688275 1.987179 -2.044472 -0.193 0.497 -0.003
O -1.694771 1.212921 0.594340 2.038 0.912 0.347
N 0.296600 3.049452 -0.325780 0.295 -0.071 0.823
N 1.496774 4.187442 1.274504 -0.498 0.132 -0.308
N 0.351008 -1.004918 0.197352 -0.166 5.929 -0.756
N -1.223225 4.173840 -1.745589 0.064 0.619 0.484
C 1.162726 -5.042152 0.533246 -0.060 0.266 -0.027
C -2.697593 0.451938 0.524487 -1.435 0.285 0.138
C 0.499252 -2.300063 0.311786 0.516 -3.543 0.683
C -0.530626 -1.363968 3.160574 0.071 -0.056 -0.115
C 1.118200 -4.230438 1.654130 0.036 -0.490 -0.008
C -1.032001 5.326511 -1.054132 0.538 -0.498 0.351
C 1.164074 -1.723982 -2.765251 -0.094 -0.058 -0.025
C -0.536723 3.005089 -1.384927 -0.256 -0.584 -1.098
C -0.135027 5.382240 -0.034620 -0.487 0.434 -0.327
C 0.775502 -2.895456 1.595290 -0.167 0.433 -0.521
C 0.118329 -2.700923 -2.224882 0.030 0.151 -0.182
C 0.806662 -4.498508 -0.689534 0.119 -0.495 0.169
C -1.273270 -2.082257 -2.327617 0.106 -0.063 0.080
C 0.542311 4.186732 0.322675 0.612 -0.647 0.145
C 1.989762 -1.239525 3.055092 -0.156 -0.057 -0.091
C -2.201775 4.077572 -2.799790 -0.324 -0.249 -0.364
C 0.461039 -3.170479 -0.831582 -0.047 0.654 0.340
C 0.761060 -2.143443 2.911562 0.034 0.190 0.076
H -2.409724 5.065915 -3.208729 0.060 -0.001 0.066
H 0.828771 -2.908935 3.700550 0.002 0.055 -0.202
H 0.137624 -3.596477 -2.863701 0.029 0.090 0.131
H 2.068882 -0.876611 4.078858 0.014 0.064 0.116
H -1.800160 3.428011 -3.576305 -0.102 0.066 0.014
H 1.501962 4.930198 1.954186 -0.050 0.018 -0.172
H -0.494005 -0.897923 4.144809 -0.020 0.032 0.097
H 1.082361 -1.659692 -3.851319 -0.026 0.069 -0.082
H -3.650768 1.011768 0.784569 0.383 -0.256 -0.129
H 0.055848 6.293519 0.509174 -0.063 0.076 -0.053
H -1.393189 -2.025707 3.109233 -0.118 -0.041 0.017
H 1.906131 -0.378667 2.397753 0.088 0.096 -0.017
H -1.391031 -1.283031 -1.600712 -0.108 0.000 0.003
H -3.132088 3.632683 -2.429686 0.148 0.025 -0.054
H 1.360595 -4.659272 2.617343 0.021 -0.010 0.131
H 1.466949 -6.076273 0.614205 -0.027 -0.086 0.002
H 0.990788 -0.738327 -2.338551 0.177 0.048 -0.068
H -1.405324 -1.666163 -3.323896 -0.086 0.052 -0.190
H 1.747723 3.267180 1.621026 -0.079 -0.352 0.152
H -2.048198 -2.826612 -2.152351 -0.109 -0.016 0.073
H 0.811158 -5.135588 -1.566418 -0.029 0.036 -0.070
H -0.665009 -0.578511 2.420566 -0.051 0.019 0.091
H -1.612776 6.179758 -1.370200 -0.030 0.051 -0.035
H 2.172453 -2.047691 -2.513879 0.103 0.070 0.020
H 2.897690 -1.781191 2.798832 0.136 -0.046 0.008



3.
52
Properties=species:S:1:pos:R:3:forces:R:3 method="wB97M-V/def2-TZVPD" smiles="CC(C)[C@H]1SC(Nc2ccccc2F)=NC1=O.CNC(=O)[C@H](C)NC(C)=O" e_homo_ha=-0.34428 total_charge=0
S 0.009829 -3.156882 -0.686980 -0.023 -0.258 -0.018
F 1.219460 -5.157667 2.328355 0.294 -0.152 -0.609
O -0.458991 7.143691 -1.012184 0.126 0.122 0.351
O 0.752733 3.917380 1.885951 -0.492 0.179 -0.264
O -3.684400 -4.105731 -1.034841 0.809 0.736 0.085
N 1.368272 5.384368 0.313632 -0.020 0.613 -1.070
N 0.323626 -5.898142 -0.250112 -0.321 0.789 0.351
N -1.234853 5.036087 -0.936192 0.028 -0.884 0.541
N -1.744377 -5.160415 -0.584995 0.279 1.158 0.017
C 3.469837 -5.107250 1.553109 -0.261 -0.070 -0.020
C 2.106589 -5.317600 1.317211 0.986 0.032 -0.582
C 4.400594 -5.259176 0.518376 -0.654 -0.114 -0.143
C 3.966757 -5.619669 -0.761519 -0.276 0.100 0.247
C -1.493637 -0.442382 0.342336 -0.169 -0.098 -0.163
C -2.482603 -4.028664 -0.832089 -2.495 -0.651 -0.168
C -1.759280 -2.687292 -0.800962 0.169 0.067 0.147
C -1.324157 6.245908 -3.031720 -0.101 0.002 0.119
C -0.498521 -4.831820 -0.497307 -0.390 -1.390 0.036
C 2.603509 -5.824923 -1.002176 0.612 0.195 0.536
C -0.974880 6.181773 -1.563582 0.164 1.026 -0.638
C 1.670463 -5.679246 0.029830 1.340 0.106 0.458
C 0.443402 4.663177 0.959292 0.412 -1.035 0.589
C -1.873298 3.535596 0.859820 0.548 0.305 0.181
C -1.037747 4.775013 0.498335 -0.239 0.123 -0.111
C -2.071364 -2.441661 1.743282 -0.154 -0.114 -0.279
C 2.803278 5.341369 0.586598 -0.517 -0.223 0.355
C -2.236295 -1.783890 0.362038 0.413 0.101 0.488
H 3.797418 -4.823897 2.548777 -0.105 -0.032 -0.103
H 3.011076 5.829381 1.540043 0.148 -0.059 -0.006
H -1.851246 3.379853 1.939689 0.085 -0.069 -0.182
H -2.436934 -1.769184 2.525777 0.060 -0.075 -0.132
H -1.020353 -2.666251 1.949788 -0.093 0.035 -0.008
H 3.138443 4.303959 0.644572 -0.024 0.099 0.041
H -1.112038 7.248927 -3.400737 -0.007 -0.153 0.090
H -0.162334 -6.565069 0.340789 0.039 -0.124 -0.343
H -1.462638 2.653391 0.367656 -0.031 -0.070 0.061
H -3.302687 -1.579876 0.212551 0.104 -0.235 -0.231
H 4.685809 -5.737709 -1.567622 -0.141 0.019 0.129
H 5.457627 -5.095315 0.709871 -0.208 -0.022 0.023
H -2.382308 6.027698 -3.164681 -0.038 -0.093 -0.181
H -1.608621 0.043162 -0.631460 0.052 0.048 0.061
H -2.645460 -3.371422 1.804461 0.072 0.071 0.033
H 1.028751 6.061939 -0.359384 0.112 0.038 0.233
H -1.942839 -2.178380 -1.750772 0.115 -0.074 0.079
H -1.454724 5.622786 1.044383 0.060 0.182 -0.020
H -1.653706 4.298138 -1.476684 0.025 -0.080 0.042
H 2.258172 -6.100796 -1.993754 -0.078 0.010 0.188
H -0.723023 5.521514 -3.578050 -0.068 -0.070 -0.139
H -2.909586 3.677821 0.550877 0.046 0.064 -0.034
H 3.350548 5.851738 -0.206759 -0.221 -0.023 0.035
H -0.425718 -0.579441 0.537526 -0.065 0.032 0.013
H -1.897574 0.225079 1.109635 0.090 -0.084 -0.087



4.
58
Properties=species:S:1:pos:R:3:forces:R:3 method="wB97M-V/def2-TZVPD" e_homo_ha=-0.36172 total_charge=+1
W -0.476730 0.125351 -0.016976 -0.661 -0.040 0.567
S -0.974893 2.036457 1.846529 0.009 0.045 -0.090
S 1.270834 -3.153496 1.462695 -0.038 -0.014 -0.011
S 1.313329 0.012444 1.780969 0.009 0.151 -0.044
S -1.486661 -1.316254 2.435271 0.127 -0.021 -0.136
O -1.628786 -1.718401 -0.409802 -0.002 0.019 -0.167
O -3.779847 -1.779305 -0.045008 -0.017 -0.034 0.006
O 0.691483 1.591876 -0.440103 0.308 -0.068 -0.108
O 0.153660 -1.903122 -2.063455 -0.015 -0.190 0.157
O -1.091941 3.149036 -6.281844 -0.023 0.001 0.072
O -2.593592 0.037528 0.256718 0.069 -0.123 -0.013
O -3.340297 2.854743 -6.020508 0.058 -0.054 0.004
O 1.311090 3.428866 -1.549972 0.029 0.039 0.093
N -2.750955 -1.219137 -0.071931 0.031 0.244 -0.119
N -1.264897 1.072980 -1.851686 0.084 -0.130 0.133
C 0.260086 -3.373424 2.955257 0.046 0.018 -0.061
C -2.111956 0.064589 3.416379 -0.054 -0.039 0.004
C -2.620588 1.201818 -3.802978 -0.049 0.000 0.027
C 2.047604 -0.507458 -1.835741 0.004 -0.012 -0.059
C -1.883294 2.266587 -4.300046 0.124 -0.011 0.079
C 0.560758 2.511928 -1.446014 -0.106 -0.031 -0.120
C 2.876723 -0.874116 1.532737 -0.059 0.025 -0.031
C 0.669095 -0.910993 -1.422718 0.203 0.113 -0.131
C -0.831400 2.747751 -3.513918 -0.022 0.017 -0.084
C -0.573292 2.142318 -2.314254 -0.047 -0.173 0.063
C -0.336471 -2.116937 3.575164 0.004 0.052 -0.001
C 0.895920 -2.736379 -2.989810 0.012 0.056 -0.099
C -2.272332 0.611585 -2.603665 0.007 0.057 -0.018
C -2.145477 2.835088 -5.709213 -0.079 0.094 -0.112
C 1.869324 1.731164 1.980270 0.016 -0.035 -0.036
C 2.732508 -2.280532 2.102678 -0.023 -0.044 0.003
C 0.692781 2.724517 2.045135 -0.017 -0.002 0.004
C -1.180966 1.257121 3.480537 0.008 0.064 0.018
H 1.725852 -3.214094 -2.473823 -0.007 0.004 0.012
H 2.513549 1.978124 1.139233 0.003 0.024 0.012
H 2.664474 -2.249025 3.190054 0.022 0.001 -0.001
H 2.451291 1.755139 2.900539 0.013 0.008 -0.005
H 3.612652 -2.867018 1.841259 0.028 0.024 0.031
H 1.996697 -0.179046 -2.881422 0.013 0.004 0.008
H 0.785198 3.456150 1.246197 0.030 0.027 0.026
H 2.735724 -1.355681 -1.808729 -0.014 -0.011 -0.013
H -2.811233 -0.253486 -2.248212 -0.015 -0.004 -0.012
H 3.128775 -0.884906 0.476306 0.033 -0.010 0.008
H 1.247060 -2.145399 -3.832599 -0.006 0.006 0.002
H 0.855115 -3.896421 3.703842 -0.017 -0.006 0.013
H 0.682334 3.265163 2.990118 0.020 -0.003 0.004
H -0.198236 0.971265 3.853707 -0.010 0.004 0.025
H -3.062357 0.328612 2.951190 -0.011 0.021 0.032
H 0.437238 -1.406943 3.868163 0.010 -0.028 0.041
H 0.183522 -3.481605 -3.323009 -0.011 0.009 -0.001
H -1.593115 2.020742 4.140446 -0.005 -0.019 0.018
H 2.443228 0.310033 -1.246231 -0.014 0.004 0.014
H -2.327565 -0.300620 4.420857 -0.015 -0.001 -0.002
H -0.913460 -2.393816 4.459450 0.004 0.003 0.002
H -0.204630 3.552512 -3.875373 -0.011 0.003 -0.018
H -3.463357 0.838350 -4.376257 0.004 -0.004 -0.006
H 3.642504 -0.309484 2.066340 0.020 -0.015 -0.007
H -0.532101 -4.052741 2.637284 -0.002 -0.014 0.025



Table of calculated total energy (eV), in record order: -64298.943, -44127.233, -44728.805, -83587.993
Table of strongest force on any atom (Eh/bohr), in record order: 0.0562, 0.1163, 0.0502, 0.0170